(1)
Formula: C3H2MgO3Tl
Source: the Open Molecules 2025 dataset
Level of theory: ωB97M-V/def2-TZVPD

XYZ file:
```
10
Properties=species:S:1:pos:R:3:forces:R:3
C 1.55664 -0.07665 -2.78854 -0.84 -0.38 0.38
C 1.36974 -0.68678 -1.64861 1.52 0.34 -1.26
O 1.40998 -1.29837 -0.64437 -0.70 0.06 0.22
Tl 0.52270 -1.53110 1.72341 1.32 -1.25 -0.20
H 0.71140 0.05697 -3.46406 0.30 0.06 0.16
H 2.57004 0.19499 -3.08505 -0.26 0.00 0.20
O -2.61140 1.72498 2.09229 0.18 -0.31 0.01
C -1.77081 0.95228 1.64003 -0.79 0.60 0.83
Mg -2.50891 0.65286 3.87690 0.11 0.40 -0.99
O -1.24938 0.01082 2.29801 -0.84 0.47 0.64
```
Positions in Å, forces in eV/Å.

Calculated values
* net charge: +2
* relative energy (zero: lowest compared OMol25 entry of this formula, charge and spin): 0.0 kcal per mole
* LUMO level (alpha / beta): -0.392 / -0.428 Ha
* gap between HOMO and LUMO (alpha / beta): 4.6717 / 3.7126 eV
* <S²>: 0.754
* HOMO energy (alpha / beta): -15.352 / -15.351 eV
* 2S+1: 2

(2)
Formula: C3H6N3
Source: the Open Molecules 2025 dataset
Level of theory: ωB97M-V/def2-TZVPD

XYZ file:
```
12
Properties=species:S:1:pos:R:3:forces:R:3
C -1.32499 -1.31614 0.46514 -2.00 -1.68 2.88
C -0.36787 -0.90795 -0.31629 2.89 2.19 -2.65
C 1.24220 1.01156 -0.74730 1.22 -0.47 -1.88
N -0.09636 0.87688 1.01492 1.00 7.14 4.62
N -0.81611 0.69992 1.89228 -2.53 -0.16 3.67
N 0.28192 0.27546 0.04264 0.72 -5.38 -6.37
H -1.38004 -0.74045 1.44974 -0.81 -1.52 -1.23
H -1.91233 -2.20861 0.28587 -0.06 0.18 -0.15
H -0.05089 -1.22597 -1.29691 -0.11 -0.58 -0.03
H 0.70267 1.82358 -1.34053 0.71 -1.05 0.78
H 1.94102 1.44444 -0.01384 -0.20 0.02 -0.57
H 1.78079 0.26728 -1.43573 -0.81 1.31 0.92
```
Positions in Å, forces in eV/Å.

Calculated values
* net charge: +1
* relative energy (zero: lowest compared OMol25 entry of this formula, charge and spin): 47.8 kcal per mole
* LUMO level (alpha / beta): -0.162 / -0.321 Ha
* gap between HOMO and LUMO (alpha / beta): 9.0921 / 8.5336 eV
* <S²>: 2.031
* HOMO energy (alpha / beta): -13.503 / -17.261 eV
* 2S+1: 3

(3)
Formula: C6H12O2
Source: the Open Molecules 2025 dataset
Level of theory: ωB97M-V/def2-TZVPD

XYZ file:
```
20
Properties=species:S:1:pos:R:3:forces:R:3
O 2.45372 0.76720 -1.90320 0.14 0.18 -0.10
C 1.48220 1.43738 -1.66835 -0.01 -0.75 0.10
O 0.86126 2.18235 -2.59379 -0.05 0.52 -0.80
C 0.74340 1.44897 -0.35610 0.13 0.19 -0.07
C -0.49701 0.55082 -0.39439 -0.60 0.08 0.25
C -0.15711 -0.93465 -0.22422 -0.13 0.06 -0.39
C -0.05377 -1.40019 1.22118 -0.31 -0.21 0.17
C -1.40059 -1.40582 1.96376 0.13 0.13 0.41
H 1.32247 2.13816 -3.46045 -0.12 -0.21 0.81
H 1.43543 1.09707 0.40811 0.00 0.00 0.01
H 0.46955 2.47464 -0.12488 -0.08 0.12 0.01
H -1.08624 0.69862 -1.30359 0.37 0.09 -0.18
H -1.19429 0.90422 0.38123 0.30 -0.26 0.05
H 0.78647 -1.12243 -0.75024 -0.08 -0.07 0.07
H -0.91786 -1.53040 -0.74184 0.06 -0.02 0.10
H 0.38042 -2.40062 1.23445 0.06 0.00 0.07
H 0.62919 -0.76001 1.77068 0.27 0.16 0.01
H -2.07369 -0.67290 1.53035 -0.26 -0.02 -0.14
H -1.28398 -1.09493 3.00596 0.11 -0.08 -0.04
H -1.89955 -2.37749 2.00534 0.09 0.08 -0.33
```
Positions in Å, forces in eV/Å.

Calculated values
* relative energy (zero: lowest compared OMol25 entry of this formula, charge and spin): 3.9 kcal per mole
* LUMO level: 0.029 Ha
* gap between HOMO and LUMO: 11.1103 eV
* structure (SMILES): CCCCCC(=O)O
* HOMO energy: -10.318 eV